The following is a DFT calculation (ωB97M-V/def2-TZVPD) of 8 unconnected molecules or ions with the total composition C43H99O24 at a distorted geometry.

Structure (XYZ):
```
166
C43H99O24 | OMol25 | ωB97M-V/def2-TZVPD
O 0.907 0.595 0.523
C 0.467 -0.595 0.330
O 1.170 -1.555 0.068
O -0.770 -0.765 0.597
H -0.015 0.784 0.714
C 1.102 -4.691 2.776
O -0.145 -4.158 2.460
C -0.986 -3.918 3.633
C -2.048 -2.860 3.330
O -2.883 -3.030 2.147
C -3.828 -1.904 1.997
C -4.787 -2.285 0.875
O -4.002 -2.438 -0.300
C -4.689 -2.558 -1.550
H 1.028 -5.684 3.219
H 1.647 -4.109 3.519
H 1.776 -4.716 1.920
H -0.471 -3.489 4.492
H -1.428 -4.863 3.949
H -1.537 -1.904 3.215
H -2.770 -2.874 4.147
H -3.466 -0.906 1.752
H -4.300 -1.693 2.957
H -5.532 -1.502 0.735
H -5.435 -3.159 0.941
H -5.654 -2.055 -1.602
H -4.740 -3.539 -2.023
H -4.071 -2.133 -2.341
C 1.788 -4.145 -2.650
O 1.644 -4.975 -1.502
C 1.466 -6.320 -1.907
C 0.896 -7.191 -0.723
O -0.412 -6.742 -0.365
C -1.006 -7.694 0.474
C -2.582 -7.367 0.614
O -2.858 -6.021 0.939
C -4.216 -5.723 1.029
H 1.920 -3.166 -2.189
H 0.962 -4.214 -3.357
H 2.733 -4.302 -3.169
H 2.316 -6.766 -2.424
H 0.685 -6.388 -2.666
H 1.673 -7.151 0.040
H 0.808 -8.235 -1.022
H -0.527 -7.612 1.450
H -0.929 -8.697 0.054
H -3.167 -8.064 1.214
H -2.906 -7.550 -0.410
H -4.661 -5.517 0.056
H -4.391 -4.897 1.718
H -4.812 -6.541 1.434
C 7.273 2.873 5.537
O 6.223 2.219 4.854
C 4.931 2.625 5.180
C 3.830 1.768 4.569
O 3.717 0.443 5.135
C 2.921 -0.549 4.435
C 1.507 -0.237 3.983
O 0.522 -0.130 5.032
C 0.754 0.856 5.998
H 7.180 3.954 5.438
H 8.249 2.648 5.105
H 7.272 2.552 6.579
H 4.843 3.692 4.973
H 4.861 2.524 6.263
H 4.051 1.628 3.511
H 2.878 2.290 4.672
H 3.060 -1.403 5.097
H 3.395 -0.862 3.504
H 1.080 -1.103 3.477
H 1.429 0.579 3.264
H 1.538 0.629 6.720
H -0.199 0.965 6.516
H 0.812 1.882 5.636
C -1.844 1.580 -2.706
O -2.941 1.130 -3.527
C -4.173 1.145 -2.820
C -5.286 0.616 -3.731
O -5.090 -0.740 -4.241
C -6.122 -1.080 -5.157
C -5.981 -2.574 -5.354
O -6.241 -2.895 -6.734
C -6.244 -4.284 -7.043
H -1.641 1.054 -1.773
H -1.963 2.600 -2.341
H -0.897 1.499 -3.241
H -4.446 2.161 -2.536
H -4.099 0.692 -1.831
H -5.523 1.300 -4.546
H -6.187 0.656 -3.119
H -5.862 -0.589 -6.095
H -7.139 -0.761 -4.929
H -6.675 -3.162 -4.753
H -4.995 -2.887 -5.010
H -5.436 -4.849 -6.578
H -6.154 -4.353 -8.127
H -7.160 -4.756 -6.690
C 6.818 2.812 -4.653
O 5.799 2.176 -3.936
C 5.689 0.800 -4.239
C 4.787 0.127 -3.265
O 5.208 0.319 -1.887
C 4.368 -0.385 -0.961
C 4.795 0.062 0.448
O 6.122 -0.339 0.737
C 6.561 0.069 2.056
H 6.545 2.960 -5.698
H 7.738 2.233 -4.568
H 6.893 3.809 -4.218
H 6.688 0.427 -4.014
H 5.380 0.689 -5.278
H 4.870 -0.930 -3.517
H 3.781 0.507 -3.441
H 4.411 -1.467 -1.086
H 3.306 -0.155 -1.041
H 4.127 -0.240 1.255
H 4.751 1.148 0.364
H 6.538 1.158 2.114
H 7.606 -0.218 2.171
H 6.045 -0.385 2.902
C 2.037 5.163 4.567
O 2.788 4.627 3.437
C 1.883 4.099 2.434
C 2.628 3.604 1.120
O 2.987 4.785 0.470
C 3.196 4.653 -0.929
C 1.897 4.582 -1.811
O 1.073 3.447 -1.617
C 1.666 2.242 -2.187
H 1.678 4.296 5.122
H 1.143 5.746 4.347
H 2.662 5.679 5.296
H 1.152 4.862 2.169
H 1.331 3.342 2.991
H 2.032 2.938 0.495
H 3.477 2.963 1.356
H 3.947 3.959 -1.306
H 3.569 5.641 -1.200
H 2.134 4.646 -2.873
H 1.293 5.480 -1.679
H 1.012 1.394 -1.982
H 2.582 2.062 -1.624
H 1.649 2.391 -3.267
C -6.585 4.219 -3.150
O -5.187 4.445 -2.906
C -4.966 5.625 -2.102
C -3.508 5.706 -1.619
O -3.157 4.716 -0.677
C -1.785 4.732 -0.353
C -1.367 3.552 0.499
O -2.061 3.505 1.761
C -1.708 2.267 2.466
H -6.743 3.254 -3.632
H -7.009 5.050 -3.714
H -7.001 4.043 -2.159
H -5.495 5.558 -1.151
H -5.256 6.530 -2.636
H -3.330 6.707 -1.226
H -2.801 5.608 -2.442
H -1.647 5.622 0.261
H -1.131 4.802 -1.222
H -0.291 3.647 0.642
H -1.631 2.680 -0.099
H -2.132 1.406 1.949
H -2.177 2.296 3.449
H -0.663 2.184 2.765
```

Results
Total charge: -1
ΔE to the lowest compared entry with this formula, charge and spin (kcal/mol): 87.7
LUMO level (eV): 2.35
Calculated total energy (eV): -95322.2339